No. 1
Molecular formula: C40H41Cl3IN6O4SSeTc
Method: DFT, ωB97M-V with the def2-TZVPD basis set

Last column: Mulliken spin population.
CARTESIAN COORDINATES (ANGSTROEM)
Tc  -0.923  -0.785  1.360  2.56
O  -2.220  -0.334  2.914  -0.03
S  -1.775  0.510  4.139  0.01
C  -3.278  1.313  4.593  0.00
C  -4.503  0.797  4.193  0.00
C  -5.656  1.452  4.591  0.00
C  -5.575  2.595  5.376  0.00
C  -4.342  3.102  5.758  0.00
C  -3.176  2.465  5.357  -0.01
C  -1.550  -0.684  5.416  0.01
C  -2.457  -1.726  5.583  0.00
C  -2.219  -2.654  6.579  0.00
C  -1.097  -2.525  7.393  0.00
C  -0.204  -1.482  7.212  0.00
C  -0.421  -0.552  6.204  0.00
H  -4.547  -0.077  3.563  0.00
H  -6.621  1.074  4.284  0.00
H  -6.479  3.099  5.683  0.00
H  -4.284  4.000  6.356  0.00
H  -2.209  2.861  5.632  0.00
H  -3.327  -1.810  4.949  0.00
H  -2.908  -3.473  6.725  0.00
H  -0.920  -3.251  8.175  0.00
H  0.670  -1.399  7.840  0.00
H  0.289  0.241  6.020  0.00
C  1.913  -0.357  -6.236  0.00
C  3.098  -0.499  -5.274  0.00
C  3.795  -1.838  -5.540  0.00
C  4.109  0.615  -5.568  0.00
C  2.641  -0.391  -3.783  0.00
O  3.760  -0.441  -2.912  0.00
C  1.800  0.886  -3.542  0.00
C  2.015  1.591  -2.201  0.00
C  3.354  2.267  -2.050  -0.01
C  3.794  3.202  -2.983  0.00
C  5.017  3.839  -2.842  0.00
C  5.810  3.540  -1.747  0.00
Cl  7.348  4.328  -1.562  0.00
C  5.395  2.620  -0.798  0.00
C  4.171  1.991  -0.958  0.00
C  1.853  -1.655  -3.412  0.00
N  1.459  -1.703  -2.009  0.01
C  0.378  -1.201  -1.444  0.00
N  0.407  -1.445  -0.136  -0.03
C  1.597  -2.091  0.035  0.02
N  2.251  -2.275  -1.076  0.00
H  2.270  -0.451  -7.261  0.00
H  1.419  0.610  -6.154  0.00
H  1.164  -1.136  -6.093  0.00
H  4.368  -1.773  -6.464  0.00
H  3.086  -2.656  -5.667  0.00
H  4.485  -2.093  -4.736  0.00
H  4.368  0.592  -6.625  0.00
H  5.039  0.473  -5.016  0.00
H  3.731  1.612  -5.348  0.00
H  4.315  0.333  -3.053  0.00
H  0.740  0.639  -3.655  0.00
H  1.993  1.614  -4.330  0.00
H  1.878  0.911  -1.357  0.02
H  1.234  2.349  -2.113  -0.01
H  3.172  3.454  -3.833  0.00
H  5.352  4.564  -3.568  0.00
H  6.026  2.398  0.049  0.00
H  3.854  1.259  -0.225  0.00
H  2.460  -2.544  -3.567  0.00
H  0.938  -1.738  -3.997  0.00
H  -0.417  -0.726  -1.984  -0.01
H  1.991  -2.386  0.991  0.00
Cl  -4.551  -2.201  -2.548  0.00
C  -4.303  -2.224  -0.798  0.00
Cl  -4.901  -3.706  -0.040  0.00
C  -2.811  -2.094  -0.493  0.01
O  -1.986  -2.866  -0.896  0.02
O  -2.583  -1.036  0.245  0.04
H  -4.860  -1.393  -0.371  0.00
Se  -0.588  1.600  0.926  0.33
C  -1.361  2.280  -0.671  0.00
C  -1.095  3.635  -0.896  0.02
C  -1.553  4.249  -2.049  -0.02
C  -2.280  3.523  -2.982  0.04
C  -2.554  2.181  -2.755  -0.02
C  -2.099  1.556  -1.604  0.02
H  -0.518  4.199  -0.176  0.00
H  -1.340  5.295  -2.220  0.00
H  -2.638  4.004  -3.880  0.00
H  -3.133  1.616  -3.472  0.00
H  -2.348  0.528  -1.421  0.01
N  1.561  -0.637  3.412  0.14
C  0.695  -0.667  2.650  -0.16
I  -3.831  -5.649  3.832  0.00
C  -2.330  -4.520  3.020  0.00
C  -0.998  -4.847  2.878  0.02
N  -0.398  -3.794  2.308  0.01
N  -1.263  -2.801  2.066  -0.03
C  -2.444  -3.233  2.495  0.03
H  -0.451  -5.733  3.134  0.00
H  0.575  -3.701  2.049  0.00
H  -3.314  -2.608  2.405  0.00

Values from the calculation:
Orbital gap (spin up / spin down), eV: 8.15 / 6.04
2S+1: 4
⟨S²⟩: 3.778
Charge: +1
LUMO energy (spin up / spin down), eV: -2.50 / -4.61

=====

No. 2
Molecular formula: C40H41F11N10NiO3
Method: DFT, ωB97M-V with the def2-TZVPD basis set

Last column: Mulliken spin population.
CARTESIAN COORDINATES (ANGSTROEM)
Ni  2.719  0.008  -0.175  1.74
C  5.235  1.841  -0.229  0.00
N  4.831  0.440  -0.180  0.07
C  5.298  -0.233  -1.389  0.00
C  4.475  0.224  -2.598  0.00
N  3.051  0.082  -2.333  0.05
C  2.188  0.897  -2.934  -0.01
C  2.392  2.173  -3.557  0.01
F  3.631  2.690  -3.741  0.00
C  1.365  2.978  -4.007  0.00
F  1.660  4.161  -4.575  0.00
C  0.035  2.595  -3.890  0.01
F  -0.978  3.405  -4.279  0.00
C  -0.220  1.323  -3.388  0.00
F  -1.502  0.877  -3.324  0.00
C  0.811  0.504  -2.995  0.01
F  0.480  -0.763  -2.649  0.00
C  5.295  -0.172  1.064  0.00
C  4.434  0.321  2.234  0.01
N  3.011  0.126  1.969  0.05
C  2.123  0.931  2.552  -0.01
C  0.760  0.496  2.636  0.01
F  0.457  -0.769  2.266  0.00
C  -0.286  1.268  3.080  0.00
F  -1.548  0.759  3.084  0.00
C  -0.069  2.555  3.556  0.01
F  -1.107  3.327  3.960  0.00
C  1.246  3.001  3.613  0.00
F  1.505  4.209  4.146  0.00
C  2.292  2.225  3.154  0.01
F  3.517  2.790  3.290  0.00
H  6.331  1.919  -0.273  0.00
H  4.881  2.376  0.646  0.00
H  4.790  2.324  -1.092  0.00
H  5.173  -1.309  -1.265  0.00
H  6.366  -0.022  -1.571  0.00
H  4.729  -0.417  -3.456  0.00
H  4.774  1.240  -2.853  0.00
H  6.353  0.069  1.262  0.00
H  5.208  -1.252  0.982  0.00
H  4.701  1.359  2.429  0.00
H  4.694  -0.269  3.126  0.00
F  -3.447  -2.541  -0.304  0.00
C  -3.188  -1.221  -0.095  0.00
C  -1.892  -0.793  -0.168  0.00
C  -1.567  0.552  -0.033  0.01
C  -0.142  0.897  -0.114  -0.02
O  0.688  -0.009  -0.253  -0.01
C  0.104  2.307  -0.016  0.00
C  -0.924  3.171  0.130  0.00
N  -2.252  2.845  0.199  0.00
C  -3.149  3.970  0.156  0.00
C  -4.403  4.145  0.967  0.00
C  -4.489  3.983  -0.525  0.00
C  -2.587  1.510  0.165  0.00
C  -3.890  1.020  0.339  0.00
C  -4.212  -0.322  0.198  0.00
N  -5.565  -0.707  0.401  0.00
C  -5.875  -2.119  0.537  0.00
C  -7.319  -2.224  1.064  0.00
N  -7.654  -0.898  1.641  0.00
C  -7.820  0.103  0.555  0.00
C  -6.593  -0.040  -0.371  0.00
C  1.529  2.895  -0.077  0.00
O  1.617  4.115  -0.015  0.00
O  2.477  2.084  -0.193  0.04
H  -1.094  -1.491  -0.358  0.00
H  -0.667  4.219  0.202  0.00
H  -2.572  4.876  0.027  0.00
H  -4.579  5.124  1.384  0.00
H  -4.730  3.353  1.620  0.00
H  -4.729  4.850  -1.122  0.00
H  -4.870  3.069  -0.948  0.00
H  -4.687  1.685  0.615  0.00
H  -5.175  -2.559  1.248  0.00
H  -5.790  -2.672  -0.408  0.00
H  -7.401  -2.997  1.826  0.00
H  -8.029  -2.447  0.266  0.00
H  -6.810  -0.607  2.162  0.00
H  -8.470  -0.927  2.257  0.00
H  -7.865  1.097  1.003  0.00
H  -8.751  -0.084  0.019  0.00
H  -6.242  0.936  -0.699  0.00
H  -6.851  -0.617  -1.271  0.00
C  3.846  -3.255  0.443  0.01
N  2.730  -2.501  -0.139  0.01
C  1.532  -2.891  0.618  0.01
N  1.270  -4.325  0.561  0.00
C  2.418  -5.017  1.119  0.00
N  3.642  -4.698  0.392  0.00
C  3.452  -5.086  -1.002  0.00
N  2.322  -4.399  -1.608  0.00
C  2.549  -2.958  -1.525  0.00
C  1.130  -4.721  -0.834  0.00
H  3.965  -2.959  1.488  0.00
H  4.766  -3.044  -0.109  0.00
H  0.673  -2.359  0.214  0.00
H  1.671  -2.608  1.661  0.00
H  2.252  -6.097  1.067  0.00
H  2.542  -4.726  2.166  0.00
H  3.276  -6.165  -1.042  0.00
H  4.359  -4.847  -1.564  0.00
H  1.693  -2.443  -1.953  0.00
H  3.439  -2.715  -2.108  0.00
H  0.962  -5.803  -0.878  0.00
H  0.273  -4.206  -1.275  0.00

Values from the calculation:
Orbital gap (spin up / spin down), eV: 4.07 / 4.13
2S+1: 3
⟨S²⟩: 2.005
LUMO energy (spin up / spin down), eV: -1.69 / -1.69